Record 1
A 3-piece molecular cluster, C26H31BBrFIN4O14 overall at a distorted geometry, computed with the ωB97M-V functional and the def2-TZVPD basis.

Element x y z (Å)
C 1.9312 -0.8517 4.8147
C 1.9037 0.1504 3.6728
F 0.9612 1.1609 4.0121
B 1.6422 -0.5274 2.1850
C 3.1002 -0.6562 1.4151
C 4.0650 -1.7701 1.8035
N 4.7222 -1.4478 3.0896
N 5.1313 -1.8137 0.7639
N 3.4007 -3.0662 1.8531
O 0.7652 0.2926 1.2672
C -0.3431 -0.4310 0.7884
C -1.5065 0.5712 0.7335
C -2.8141 0.2458 -0.0220
C -3.5865 -1.0255 0.3656
C -3.4525 -2.1190 -0.6712
O -4.3543 -3.1969 -0.3644
C -3.8425 -4.4254 -0.3790
O -4.4578 -5.3852 -0.0058
C -0.0456 -0.8494 -0.6662
C 0.9957 -1.9038 -0.9243
O 1.1492 -2.9462 -0.4235
I 2.2816 -1.4007 -2.6744
C -0.4061 -1.5840 1.8429
Br -1.5702 -0.9893 3.4778
N -1.0084 -2.8291 1.3688
C -1.2504 -3.7029 2.1804
O -1.4547 -4.5932 2.8611
O 0.8163 -1.7842 2.2868
H 2.4736 -0.4411 5.6672
H 0.9290 -1.1387 5.1135
H 2.4728 -1.7443 4.5100
H 2.8678 0.6596 3.6902
H 3.6292 0.2732 1.6292
H 2.9860 -0.6816 0.3325
H 5.5746 -0.9499 2.8603
H 5.0144 -2.3246 3.5087
H 5.7219 -2.6247 0.9222
H 4.6746 -1.9362 -0.1337
H 4.0422 -3.8040 1.5963
H 3.0446 -3.2832 2.7764
H -1.7373 0.9145 1.7335
H -1.0792 1.4311 0.2146
H -2.6161 0.2371 -1.0940
H -3.4806 1.0843 0.1678
H -4.6496 -0.7770 0.3844
H -3.3459 -1.3853 1.3589
H -3.6959 -1.7035 -1.6489
H -2.4407 -2.5087 -0.7046
H -2.8235 -4.5319 -0.7706
H 0.2912 0.0607 -1.1531
H -0.9223 -1.1848 -1.2161
C -3.0524 -0.5091 -6.7279
C -3.1708 -0.7559 -5.4168
C -2.0348 -0.5220 -4.4545
O -2.2482 -0.7617 -3.2798
C -0.7728 -0.0359 -4.9762
C -0.6537 0.2063 -6.2884
C -1.7944 -0.0055 -7.2477
O -1.5996 0.2575 -8.4203
O 0.4617 0.6486 -6.8516
O -4.2797 -1.2177 -4.8578
H -3.8611 -0.6710 -7.4260
H 0.0408 0.1122 -4.2787
H 0.2668 0.7382 -7.8035
H -4.0879 -1.3004 -3.9034
C 1.1202 5.8257 -0.0369
C 0.6700 6.8142 0.7425
C 0.0348 6.5565 2.0830
O -0.3272 7.5407 2.7134
C -0.1068 5.1959 2.5269
C 0.3426 4.1834 1.7539
C 0.9971 4.4460 0.4141
O 1.3806 3.4939 -0.2319
O 0.2436 2.9278 2.1013
O 0.7380 8.1013 0.4148
H 1.5764 6.0047 -1.0003
H -0.5733 5.0212 3.4856
H 0.6449 2.3639 1.3995
H 0.3415 8.5781 1.1706

**Net charge**: -1
**HOMO-LUMO gap**: 5.53 eV
**Spin multiplicity**: 1
**E**: -5278.34449 a.u.
**Lowest unoccupied orbital energy**: -0.14 eV

Mulliken population analysis, charges in e, atoms 1 to 4:
1 C -1.384
2 C 0.276
3 F -0.446
4 B 0.790



Record 2
A 7-piece molecular cluster, C26H31BrF7NO19 overall at a distorted geometry, computed with the ωB97M-V functional and the def2-TZVPD basis.

Element x y z (Å)
C 3.1570 1.2459 -3.8620
C 1.9239 1.6301 -3.0346
C 1.4876 3.0706 -3.2353
Br 2.6946 4.2410 -2.2216
C 0.0730 3.4188 -2.7839
N -0.3237 2.8700 -1.4788
C -1.1554 1.7680 -1.6150
O -1.5459 1.0957 -0.6621
C -1.5301 1.5640 -3.0733
C -3.0122 1.2373 -3.2988
C -1.1146 2.9203 -3.6336
F -0.8905 2.9449 -4.9991
H 2.8803 0.6180 -4.7124
H 3.6852 2.1304 -4.2251
H 3.8698 0.6792 -3.2573
H 2.1215 1.4573 -1.9713
H 1.0886 0.9923 -3.3139
H 1.6041 3.3523 -4.2851
H 0.0001 4.5077 -2.7469
H 0.4287 2.6724 -0.8265
H -0.8909 0.7713 -3.4751
H -3.1683 0.1692 -3.4624
H -3.6093 1.5125 -2.4270
H -3.3835 1.7641 -4.1795
H -1.9414 3.6037 -3.3966
O -4.9828 -3.2118 2.3147
C -4.7801 -2.4886 1.4006
O -3.8303 -1.5201 1.3853
C -3.7470 -0.9739 0.0600
C -5.1057 -1.3329 -0.5058
F -5.0541 -1.6186 -1.8284
O -5.4396 -2.5086 0.2159
H -2.9543 -1.4808 -0.4907
H -3.5340 0.0876 0.0947
H -5.8824 -0.5854 -0.3398
O 1.1887 -5.0778 0.8858
C 0.5190 -4.3675 1.5559
O -0.8219 -4.2446 1.4535
C -1.2985 -3.4398 2.5447
C -0.0504 -2.6616 2.9108
F 0.0463 -2.4138 4.2436
O 0.9862 -3.5502 2.5366
H -1.6043 -4.0928 3.3625
H -2.1326 -2.8194 2.2305
H 0.0738 -1.7197 2.3742
O 0.4419 -4.1989 -5.2881
C 0.2592 -4.0151 -4.1363
O -0.0805 -4.9499 -3.2286
C -0.0502 -4.3593 -1.9210
C -0.2205 -2.8924 -2.2398
F 0.4576 -2.0942 -1.3752
O 0.3513 -2.7909 -3.5256
H 0.9182 -4.5433 -1.4579
H -0.8368 -4.7740 -1.2984
H -1.2556 -2.5447 -2.2866
O 2.7974 0.3260 9.0737
C 2.0673 -0.4136 8.5133
O 2.4116 -1.6263 8.0189
C 1.2298 -2.2869 7.5602
C 0.2937 -1.1199 7.3183
F -0.9993 -1.4262 7.5792
O 0.7514 -0.1657 8.2547
H 0.8384 -2.9289 8.3508
H 1.4425 -2.8727 6.6714
H 0.3536 -0.6941 6.3157
O 5.0044 1.9159 -0.9607
C 5.8242 1.3018 -0.3709
O 6.6446 1.8044 0.5792
C 7.3770 0.7274 1.1690
C 7.3072 -0.3325 0.0861
F 7.2447 -1.5869 0.5885
O 6.0883 -0.0219 -0.5598
H 6.8627 0.3840 2.0676
H 8.3850 1.0470 1.4136
H 8.1158 -0.2909 -0.6456
O -5.2850 3.1299 -1.9684
C -4.4625 3.6408 -1.2902
O -4.2162 3.3320 0.0019
C -3.0343 4.0241 0.4220
C -2.9712 5.1761 -0.5656
F -1.6953 5.4891 -0.8887
O -3.6153 4.6272 -1.7027
H -2.1674 3.3741 0.2951
H -3.1253 4.3324 1.4589
H -3.4967 6.0802 -0.2555

**HOMO-LUMO gap**: 10.36 eV
**Spin multiplicity**: 1
**Structure (SMILES)**: CC[C@H](Br)[C@@H]1NC(=O)[C@@H](C)[C@@H]1F.O=C1OC[C@@H](F)O1.O=C1OC[C@@H](F)O1.O=C1OC[C@@H](F)O1.O=C1OC[C@@H](F)O1.O=C1OC[C@@H](F)O1.O=C1OC[C@@H](F)O1
**E**: -5766.85433 a.u.
**Lowest unoccupied orbital energy**: 0.01 eV

Mulliken population analysis, charges in e, atoms 1 to 4:
1 C -1.425
2 C 0.579
3 C -0.803
4 Br -0.089



Record 3
An isolated ion of composition C26H31Cl2Si2 and charge +1 at a distorted geometry, computed with the ωB97M-V functional and the def2-TZVPD basis.

Element x y z (Å)
C 1.0483 0.2530 2.9033
Si -0.0506 -0.7511 1.7397
C -1.8158 -0.1181 2.0551
C 0.4747 -0.4147 -0.0578
C 1.7080 -1.0188 -0.5163
C 1.9978 -1.0480 -1.9157
C 3.1943 -1.5823 -2.3785
C 4.1229 -2.1522 -1.5083
C 3.8462 -2.1578 -0.1445
C 2.6716 -1.6250 0.3572
C -0.4726 0.3454 -0.9414
Si -0.1763 -2.9526 2.4806
C 1.0949 -3.3745 3.8158
C -1.8227 -3.4690 3.2177
C 0.1699 -4.0794 1.0229
H 0.9719 1.3066 2.6192
H 0.6903 0.1272 3.9302
H 2.0981 -0.0457 2.8549
H -1.8811 0.9325 1.7660
H -2.5571 -0.7012 1.4952
H -2.0349 -0.2057 3.1228
H 1.2442 -0.6397 -2.5934
H 3.3973 -1.5350 -3.4424
H 5.0283 -2.6121 -1.9008
H 4.5750 -2.5753 0.5426
H 2.4995 -1.6585 1.4341
H -0.7950 -0.2831 -1.8495
H -1.3442 0.6734 -0.3334
H 0.9633 -4.4370 4.0471
H 2.1286 -3.2183 3.4894
H 0.9309 -2.7987 4.7325
H -1.7387 -4.5287 3.4770
H -2.0717 -2.9197 4.1310
H -2.6570 -3.3564 2.5194
H 0.0121 -5.0980 1.3777
H -0.5126 -3.8877 0.1945
H 1.1892 -3.9911 0.6456
Cl -4.4945 1.3805 -6.1062
C -3.2954 1.7747 -4.9439
C -1.9481 1.4969 -5.1974
C -0.9893 1.6879 -4.1951
C -1.3852 2.0615 -2.9114
C -0.4264 1.7506 -1.7197
C -0.1830 2.9250 -0.7698
C 1.1313 3.2071 -0.4306
C 1.4076 3.8222 0.7923
C 0.3571 4.2596 1.6063
Cl 0.6871 4.8490 3.1853
C -0.9631 4.0929 1.1778
C -1.2307 3.4840 -0.0450
C -2.6847 2.5311 -2.7223
C -3.6571 2.2916 -3.6946
H -1.6591 1.1074 -6.1637
H 0.0568 1.4270 -4.4002
H 0.5345 1.5135 -2.1843
H 1.9565 2.8094 -1.0303
H 2.4313 3.9272 1.1308
H -1.7655 4.4008 1.8310
H -2.2752 3.3416 -0.3001
H -3.0314 2.9729 -1.7985
H -4.6997 2.4831 -3.5001

**Net charge**: +1
**HOMO-LUMO gap**: 5.36 eV
**Spin multiplicity**: 1
**E**: -2508.42964 a.u.
**Lowest unoccupied orbital energy**: -5.94 eV

Mulliken population analysis, charges in e, atoms 1 to 4:
1 C -0.907
2 Si 0.168
3 C -1.236
4 C 0.782



Record 4
C26H31Cl3N4O6S2Tl as an isolated structure, computed with the ωB97M-V functional and the def2-TZVPD basis.

Element x y z (Å)
Tl 0.6336 0.6859 -1.4077
N -0.6536 1.9284 0.5394
C -0.2482 2.6836 1.7285
C 0.9193 3.6034 1.3818
C 2.1215 2.7354 1.0074
O 2.6924 2.1362 1.9399
O 2.3451 2.5827 -0.2353
H -1.2159 2.4972 -0.0815
H -1.1670 1.0774 0.7380
H 0.0961 1.9742 2.4829
H -1.0700 3.2596 2.1706
H 1.1779 4.2079 2.2523
H 0.6549 4.2547 0.5457
Cl -1.6715 0.4546 -3.9987
C -1.7846 -1.2382 -3.4514
Cl -0.1930 -2.0246 -3.4522
H -2.4244 -1.7675 -4.1439
H -2.1847 -1.2447 -2.4422
C 0.9933 -0.8001 2.1318
S 1.7735 -2.0984 1.1668
C 0.3073 -3.1224 0.9688
O 2.0500 -1.5199 -0.1858
H 0.7663 -1.1918 3.1260
H 0.0880 -0.4860 1.6036
H 1.7108 0.0227 2.2025
H -0.0273 -3.4769 1.9471
H 0.5827 -3.9662 0.3370
H -0.4526 -2.5081 0.4803
S 3.5846 0.4086 -3.2621
C 4.4236 -0.1158 -1.8903
N 4.2531 0.4777 -0.6818
C 4.8462 0.0612 0.4568
C 5.7150 -0.9863 0.4561
C 5.9523 -1.6351 -0.7707
C 5.3298 -1.2124 -1.9101
H 3.5303 1.2263 -0.5754
H 4.5490 0.6072 1.3425
H 6.1830 -1.3146 1.3728
H 6.6225 -2.4864 -0.8066
H 5.4859 -1.7022 -2.8595
C -3.5351 -2.1975 4.5901
C -3.7328 -3.2054 3.4882
C -3.5119 -4.5607 3.7181
C -3.6720 -5.4788 2.6965
Cl -3.4000 -7.1733 3.0229
C -4.0495 -5.0784 1.4261
C -4.2789 -3.7322 1.1890
C -4.1301 -2.8050 2.2128
O -4.4066 -1.4796 1.9881
C -3.2796 -0.7200 1.5604
C -2.8158 -0.9370 0.1074
O -3.5951 -1.4407 -0.7131
O -1.6300 -0.5348 -0.0849
H -3.7662 -2.6363 5.5616
H -4.1684 -1.3261 4.4324
H -2.4971 -1.8553 4.6182
H -3.2133 -4.9002 4.7029
H -4.1582 -5.8062 0.6335
H -4.5513 -3.3624 0.2099
H -2.4272 -0.9036 2.2217
H -3.5710 0.3277 1.6555
N 1.2910 7.6447 -5.9603
C 1.0963 6.6972 -5.3393
C 0.8374 5.5068 -4.5669
C -0.0959 5.5353 -3.5357
C -0.3241 4.3630 -2.8366
N 0.3005 3.2191 -3.1000
C 1.2004 3.2042 -4.0789
C 1.5028 4.3211 -4.8444
H -0.6213 6.4482 -3.2921
H -1.0485 4.3446 -2.0295
H 1.7162 2.2658 -4.2441
H 2.2400 4.2685 -5.6330

**Net charge**: -1
**HOMO-LUMO gap**: 6.82 eV
**Spin multiplicity**: 1
**E**: -4029.40168 a.u.
**Lowest unoccupied orbital energy**: 1.85 eV

Mulliken population analysis, charges in e, atoms 1 to 4:
1 Tl 1.317
2 N -0.153
3 C -0.690
4 C -0.446



Record 5
C26H31Cl42GaNO4S2 as an isolated structure at a distorted geometry, computed with the ωB97M-V functional and the def2-TZVPD basis.

Element x y z (Å)
C -1.9941 -1.2023 -2.5270
C -2.5056 -1.8961 -3.8722
C -3.1395 -3.3457 -3.4793
O -3.8702 -3.3353 -2.2328
C -5.2765 -3.4739 -2.4247
O -5.7219 -4.5188 -2.9559
C -6.2580 -2.2879 -2.0053
S -5.5317 -1.1052 -0.7682
Ga -5.7028 1.0635 -1.6398
C -4.1647 2.1293 -0.6863
C -3.0258 2.5670 -1.5902
C -1.8113 3.3128 -0.9994
C -1.9834 3.4961 0.5342
C -3.2503 2.9997 1.2141
N -4.3863 2.3112 0.7081
O -3.5579 -1.1816 -4.5691
C -3.0627 -0.0576 -5.2734
O -3.7750 0.9812 -5.2807
C -1.7060 -0.0026 -6.1091
S -1.9364 1.2432 -7.4973
H -2.7848 -1.0855 -1.7155
H -1.1874 -1.9048 -2.0857
H -1.4890 -0.1894 -2.6660
H -1.5859 -2.1371 -4.5066
H -2.2892 -4.1068 -3.4288
H -3.7821 -3.6417 -4.3841
H -7.1945 -2.7536 -1.5572
H -6.5105 -1.6912 -2.9433
H -7.1439 1.7136 -1.3804
H -5.3854 0.9481 -3.2051
H -3.0643 2.3453 -2.7057
H -0.9366 3.6630 -1.6249
H -1.1656 4.0013 1.1438
H -3.3126 3.2022 2.3403
H -0.8607 0.3629 -5.4384
H -1.4555 -1.0321 -6.5352
H -0.7511 1.2168 -8.2187
C 2.0367 2.2003 -0.3066
Cl 2.2022 1.7888 -2.0223
Cl 0.3992 2.7844 0.0364
Cl 2.4445 0.8022 0.7027
H 2.7372 2.9998 -0.0772
C 2.2083 -1.0374 4.3229
Cl 0.8407 -2.1374 4.5463
Cl 3.1022 -1.4533 2.8532
Cl 1.6508 0.6385 4.2660
H 2.8783 -1.1482 5.1734
C 0.9385 3.4083 7.1054
Cl 2.0206 4.6776 7.6972
Cl 0.7480 3.5223 5.3500
Cl 1.5451 1.8115 7.5678
H -0.0378 3.5489 7.5651
C 6.5278 -3.3617 3.0840
Cl 6.7345 -1.7896 3.8696
Cl 5.4097 -4.3755 4.0071
Cl 5.9532 -3.1562 1.4226
H 7.4951 -3.8587 3.0527
C 0.4964 -5.8926 6.6900
Cl -0.8104 -5.0720 5.8256
Cl 2.0692 -5.2424 6.2050
Cl 0.2748 -5.7420 8.4390
H 0.4680 -6.9489 6.4308
C 7.5880 -1.0833 -1.4308
Cl 6.3792 0.0943 -0.9011
Cl 7.1742 -1.7261 -3.0265
Cl 9.2005 -0.3525 -1.4538
H 7.5961 -1.9082 -0.7209
C 3.6385 5.5451 -1.9029
Cl 4.0542 7.2604 -1.7690
Cl 4.6363 4.5789 -0.8062
Cl 1.9188 5.2962 -1.5689
H 3.8397 5.2226 -2.9225
C 2.5582 9.9836 0.4518
Cl 3.2159 9.4770 2.0142
Cl 0.9472 9.2987 0.2034
Cl 2.5083 11.7495 0.3411
H 3.2133 9.6100 -0.3323
C -3.8602 6.2665 3.3192
Cl -3.5920 5.6977 4.9756
Cl -3.4548 7.9866 3.1799
Cl -2.9177 5.3038 2.1693
H -4.9155 6.1443 3.0828
C 2.3318 -5.7441 1.2134
Cl 3.6313 -6.7006 1.9426
Cl 2.4963 -4.0376 1.6490
Cl 2.3282 -5.9405 -0.5454
H 1.3813 -6.1062 1.6004
C -2.2328 0.1823 5.1379
Cl -2.0383 1.7567 5.9282
Cl -3.3405 -0.8446 6.0622
Cl -2.8130 0.3843 3.4832
H -1.2608 -0.3064 5.1031
C 7.8749 -4.4146 -5.6954
Cl 6.5136 -3.2992 -5.4972
Cl 9.2115 -3.9712 -4.6245
Cl 7.3623 -6.0803 -5.3908
H 8.2248 -4.3470 -6.7233
C -1.2400 -1.7093 -10.3097
Cl -1.0561 -2.3113 -8.6582
Cl -0.7788 -0.0035 -10.4146
Cl -0.2771 -2.6819 -11.4317
H -2.2871 -1.7983 -10.5917
C -4.1236 -3.9585 8.2000
Cl -3.4358 -5.4695 7.5906
Cl -5.4553 -4.2859 9.3189
Cl -2.8772 -2.9806 8.9884
H -4.5167 -3.3969 7.3546

**Net charge**: -1
**HOMO-LUMO gap**: 5.95 eV
**Spin multiplicity**: 1
**E**: -23413.99075 a.u.
**Lowest unoccupied orbital energy**: 1.28 eV

Mulliken population analysis, charges in e, atoms 1 to 4:
1 C -0.828
2 C 0.576
3 C -0.925
4 O -0.274



Record 6
A 7-piece molecular cluster, C26H31Cl8F3 overall at a distorted geometry, computed with the ωB97M-V functional and the def2-TZVPD basis.

Element x y z (Å)
F -0.9255 -3.4329 -3.4892
C -2.1255 -3.4413 -2.8563
C -3.1475 -4.1074 -3.3958
C -4.4101 -4.0811 -2.8058
C -4.6054 -3.3470 -1.6431
C -3.5438 -2.6417 -1.0602
C -2.3262 -2.6771 -1.6870
H -2.9339 -4.8307 -4.2004
H -5.2669 -4.6764 -3.2203
H -5.5292 -3.2205 -1.1567
H -3.7355 -2.0054 -0.2163
H -1.5163 -2.0737 -1.3178
F -0.7983 0.8870 -3.7549
C -1.9677 0.9456 -3.0660
C -3.1045 0.5636 -3.7723
C -4.3019 0.4974 -3.0503
C -4.2271 0.6284 -1.6455
C -3.0917 1.0821 -1.0106
C -1.8904 1.1309 -1.7358
H -3.0696 0.3798 -4.8452
H -5.1973 0.2639 -3.5841
H -5.1933 0.5562 -1.0769
H -3.0607 1.1863 0.0800
H -0.9550 1.3885 -1.2366
F 1.2162 4.4702 3.2268
C 1.1063 4.0350 1.9623
C -0.0884 4.2423 1.2877
C -0.1452 3.8458 -0.0795
C 0.9222 3.1693 -0.6346
C 2.0483 2.9295 0.1038
C 2.1183 3.2912 1.4042
H -0.8955 4.7173 1.8004
H -1.0254 4.0133 -0.6674
H 0.8423 3.0063 -1.6886
H 2.9045 2.6186 -0.4866
H 2.9543 3.1393 2.1023
Cl 8.3596 -0.5932 -0.0222
C 6.7301 -0.9889 0.5809
C 6.0504 0.1235 1.3199
Cl 5.6936 1.5178 0.2932
H 6.7659 -1.7943 1.3420
H 6.1589 -1.3162 -0.2597
H 6.6998 0.4692 2.1025
H 5.1462 -0.2692 1.8011
Cl -1.4879 -0.7595 2.8684
C -0.5898 -0.4125 1.3730
C 0.8729 -0.7735 1.3802
Cl 1.6860 0.2505 2.6295
H -0.7485 0.6399 1.1008
H -1.0968 -0.9371 0.6041
H 1.4263 -0.4793 0.4413
H 0.9758 -1.8092 1.6560
Cl 0.8817 -3.3798 -0.6830
C 2.2622 -3.4901 -1.7135
C 2.6239 -2.2406 -2.4938
Cl 3.2058 -0.9260 -1.4919
H 2.0585 -4.2573 -2.5072
H 3.0826 -3.6886 -1.0462
H 1.7224 -1.8239 -2.9369
H 3.3879 -2.4711 -3.2720
Cl -1.8085 2.3236 3.6599
C -1.6094 2.1669 5.4408
C -0.1154 2.0797 5.6808
Cl 0.2237 1.8845 7.4274
H -2.1812 1.2963 5.8405
H -2.0546 3.0558 5.9286
H 0.3275 2.9445 5.2279
H 0.3162 1.2056 5.1439

**HOMO-LUMO gap**: 9.73 eV
**Spin multiplicity**: 1
**Structure (SMILES)**: Fc1ccccc1.Fc1ccccc1.Fc1ccccc1.ClCCCl.ClCCCl.ClCCCl.ClCCCl
**E**: -4990.43351 a.u.
**Lowest unoccupied orbital energy**: 0.44 eV

Mulliken population analysis, charges in e, atoms 1 to 4:
1 F -0.297
2 C -0.241
3 C -0.161
4 C -0.529